{
  "formula": "C49H95IN3O8S2",
  "method": "wB97M-V/def2-TZVPD",
  "symbols": ["C", "C", "C", "N", "C", "C", "C", "C", "O", "I", "N", "C", "C", "C", "C", "S", "C", "S", "N", "C", "C", "C", "C", "C", "C", "C", "C", "C", "C", "C", "C", "C", "C", "C", "C", "H", "H", "H", "H", "H", "H", "H", "H", "H", "H", "H", "H", "H", "H", "H", "H", "H", "H", "H", "H", "H", "H", "H", "H", "H", "H", "H", "H", "H", "H", "H", "H", "H", "H", "H", "H", "H", "H", "H", "H", "H", "H", "H", "H", "H", "H", "H", "H", "H", "H", "H", "H", "H", "C", "C", "O", "C", "H", "H", "H", "H", "H", "H", "C", "C", "O", "C", "H", "H", "H", "H", "H", "H", "C", "C", "O", "C", "H", "H", "H", "H", "H", "H", "C", "C", "O", "C", "H", "H", "H", "H", "H", "H", "C", "C", "O", "C", "H", "H", "H", "H", "H", "H", "C", "C", "O", "C", "H", "H", "H", "H", "H", "H", "C", "C", "O", "C", "H", "H", "H", "H", "H", "H"],
  "xyz": [[-3.22, -2.05, -2.85], [-3.86, -0.69, -2.88], [-3.07, 0.72, -3.13], [-3.09, 0.96, -4.66], [-2.49, 2.30, -5.01], [-3.00, 3.55, -4.09], [-3.53, 4.86, -4.92], [-2.58, 6.14, -4.40], [-1.28, 6.16, -4.71], [-3.34, 7.81, -3.17], [-4.18, 3.05, -3.26], [-3.62, 2.02, -2.31], [-4.70, 1.71, -1.11], [-4.03, 1.30, 0.34], [-2.72, 0.31, 0.23], [-1.79, 0.52, 1.89], [-1.48, -1.14, 2.69], [-2.11, -1.36, 4.29], [-0.70, -2.30, 2.10], [-1.69, -3.27, 1.48], [-1.02, -4.60, 0.79], [-0.85, -4.35, -0.83], [-1.37, -5.59, -1.76], [-1.36, -5.24, -3.40], [-0.30, -4.01, -3.76], [-0.39, -3.73, -5.41], [0.04, -2.16, -5.70], [0.36, -1.84, 1.12], [1.46, -0.78, 1.81], [2.81, -0.82, 0.82], [2.49, -0.20, -0.69], [2.67, 1.45, -0.75], [4.26, 1.79, -0.51], [4.62, 2.46, 0.94], [3.66, 3.75, 1.35], [-2.64, -2.48, -3.78], [-3.39, -2.70, -1.89], [-5.05, -0.69, -2.75], [-1.93, 0.56, -2.87], [-4.07, 0.86, -5.03], [-1.29, 2.29, -5.00], [-2.77, 2.53, -6.15], [-2.08, 3.87, -3.40], [-4.63, 5.16, -4.58], [-3.48, 4.76, -6.09], [-4.52, 3.85, -2.68], [-4.95, 2.64, -3.83], [-2.67, 2.52, -1.78], [-5.57, 0.96, -1.42], [-5.27, 2.74, -0.91], [-3.67, 2.33, 0.82], [-4.85, 0.86, 1.08], [-1.94, 0.59, -0.59], [-3.07, -0.80, 0.06], [-2.44, -2.78, 0.71], [-2.37, -3.66, 2.38], [-1.82, -5.48, 0.90], [-0.02, -4.95, 1.33], [0.30, -4.06, -1.00], [-1.45, -3.37, -1.14], [-0.65, -6.51, -1.53], [-2.45, -5.96, -1.42], [-2.42, -4.84, -3.75], [-1.07, -6.23, -3.98], [0.81, -4.30, -3.46], [-0.59, -2.98, -3.25], [-1.52, -3.86, -5.70], [0.35, -4.45, -5.97], [0.47, -1.98, -6.78], [0.88, -1.90, -4.89], [-0.86, -1.40, -5.53], [1.04, -2.72, 0.70], [-0.18, -1.38, 0.19], [1.70, -1.05, 2.92], [1.09, 0.33, 1.79], [3.70, -0.25, 1.37], [3.12, -1.94, 0.68], [1.38, -0.40, -1.04], [3.19, -0.68, -1.50], [2.26, 1.78, -1.81], [1.94, 1.94, 0.04], [4.61, 2.51, -1.39], [4.84, 0.77, -0.69], [5.73, 2.89, 0.84], [4.55, 1.70, 1.85], [3.50, 4.43, 0.38], [4.10, 4.38, 2.26], [2.60, 3.33, 1.70], [-4.10, 1.71, 6.08], [-5.42, 1.40, 5.43], [-5.70, 1.83, 4.31], [-6.39, 0.54, 6.20], [-3.51, 2.34, 5.41], [-4.27, 2.26, 7.01], [-3.55, 0.79, 6.27], [-6.66, 1.04, 7.14], [-5.94, -0.43, 6.40], [-7.30, 0.40, 5.61], [6.60, 1.14, 5.34], [6.10, 0.36, 4.15], [4.90, 0.31, 3.88], [7.13, -0.35, 3.30], [5.75, 1.59, 5.85], [7.11, 0.46, 6.03], [7.28, 1.93, 5.00], [7.66, -1.09, 3.91], [7.83, 0.37, 2.88], [6.62, -0.87, 2.48], [7.27, 0.14, -2.24], [7.91, 1.41, -1.75], [7.90, 1.71, -0.56], [8.57, 2.30, -2.77], [6.84, -0.40, -1.40], [6.48, 0.38, -2.95], [8.03, -0.50, -2.72], [7.83, 2.63, -3.51], [9.38, 1.76, -3.27], [8.99, 3.18, -2.27], [5.23, 5.84, -2.26], [5.38, 5.38, -3.69], [6.11, 4.43, -3.97], [4.61, 6.11, -4.75], [5.84, 5.22, -1.61], [5.56, 6.88, -2.17], [4.18, 5.75, -1.95], [4.91, 7.16, -4.77], [3.53, 6.03, -4.55], [4.82, 5.67, -5.72], [-1.89, -4.23, 9.32], [-1.58, -3.23, 8.23], [-1.74, -2.03, 8.40], [-1.05, -3.77, 6.93], [-2.26, -3.70, 10.20], [-2.66, -4.92, 8.98], [-0.98, -4.77, 9.59], [-1.79, -4.45, 6.48], [-0.11, -4.30, 7.10], [-0.87, -2.94, 6.24], [-4.15, 1.74, 11.38], [-3.79, 1.66, 9.91], [-4.08, 2.57, 9.14], [-3.07, 0.43, 9.44], [-4.67, 2.69, 11.57], [-4.81, 0.92, 11.64], [-3.24, 1.71, 11.98], [-3.69, -0.45, 9.62], [-2.11, 0.34, 9.96], [-2.88, 0.51, 8.37], [-0.71, -4.77, -9.01], [-2.21, -4.69, -8.87], [-2.80, -5.28, -7.96], [-2.96, -3.87, -9.89], [-0.31, -5.40, -8.21], [-0.45, -5.22, -9.97], [-0.28, -3.78, -8.93], [-2.80, -4.28, -10.89], [-2.62, -2.83, -9.84], [-4.03, -3.90, -9.66]],
  "mulliken_charge": [-0.6363, -0.7082, 0.7042, -0.4323, -0.9924, 0.2970, -0.3450, 0.0271, -0.4793, 0.1210, -0.0566, -0.4442, -0.7459, -0.6514, 0.2330, -0.0986, -0.1634, -0.0498, 0.1081, -0.1634, -0.7379, 0.4936, -0.9737, -0.3976, -0.4408, -0.2021, -0.6954, -0.0816, -0.3121, 0.1173, -0.1799, -0.2945, 0.3267, 0.1561, -0.8575, 0.1980, 0.3729, 0.1970, 0.1778, 0.3968, 0.2323, 0.4114, 0.4152, 0.3186, 0.3502, 0.5859, 0.4038, 0.0892, 0.2870, 0.2826, 0.3136, 0.2848, -0.1831, -0.0028, 0.0425, 0.4162, 0.3403, 0.2467, 0.2134, -0.4219, 0.2958, 0.3020, 0.1787, 0.3119, 0.3781, 0.0110, 0.1567, 0.3105, 0.3134, 0.1715, 0.0172, 0.0594, -0.1054, 0.2463, 0.1585, -0.4682, 0.3842, -0.2694, 0.3385, 0.2479, 0.1594, -0.0290, -0.2820, 0.2609, -0.3011, 0.1280, 0.3418, 0.1884, -0.3251, 0.7944, -0.6243, -1.0987, 0.2216, 0.2869, -0.1235, 0.3089, 0.2801, 0.3328, -1.1853, 0.8907, -0.5373, -1.0537, 0.3069, 0.3472, 0.3267, 0.4077, 0.2935, 0.2059, -1.1114, 0.9585, -0.5623, -1.0204, 0.1977, 0.2735, 0.4509, 0.1946, 0.3815, 0.2872, -1.0273, 0.7875, -0.5196, -1.0635, 0.1952, 0.4663, 0.2488, 0.3244, 0.2750, 0.3058, -1.1327, 0.7592, -0.5020, -0.8198, 0.2823, 0.3330, 0.3358, 0.3191, 0.3712, 0.0489, -1.1813, 0.7674, -0.5938, -0.6932, 0.3221, 0.3164, 0.3310, 0.2995, 0.3895, 0.0112, -0.9954, 0.8837, -0.5679, -1.1095, 0.2068, 0.4278, 0.2376, 0.3283, 0.3001, 0.3094],
  "e_lumo_ev": -3.333,
  "total_charge": 1,
  "fmax_ev_per_a": 8.851,
  "mol_weight_g_mol": 1045.3
}